[1]
53
Properties=species:S:1:pos:R:3:lowdin_charge:R:1 method="wB97M-V/def2-TZVPD" e_lumo_ev="6.4 / 6.4" spin_multiplicity=2 max_force_ev_per_a=5.6 charge=-3 orbital_gap_ev="3.485 / 7.176" total_energy_ha=-2246.83631
O 27.544 -6.004 -14.034 0.113
C 26.364 -5.754 -14.328 -0.310
O 25.500 -5.075 -13.570 0.211
B 24.097 -5.346 -14.045 -0.876
O 24.281 -6.236 -15.224 0.213
C 25.573 -6.495 -15.398 -0.320
O 26.058 -7.229 -16.263 0.097
O 23.384 -4.122 -14.314 0.130
C 22.559 -3.833 -13.226 -0.420
O 21.889 -2.828 -13.064 -0.031
C 22.526 -5.117 -12.396 -0.483
O 23.363 -5.968 -12.870 0.141
O 21.967 -5.353 -11.293 -0.026
O 28.496 -9.861 -14.448 0.105
C 29.072 -9.033 -13.745 -0.361
O 28.888 -8.827 -12.455 0.243
B 29.749 -7.715 -12.047 -0.924
O 30.603 -7.347 -13.161 0.214
C 30.257 -8.114 -14.206 -0.338
O 30.636 -8.041 -15.377 0.096
O 28.989 -6.539 -11.550 0.211
C 29.418 -6.231 -10.320 -0.414
O 28.985 -5.324 -9.719 0.168
C 30.327 -7.351 -9.904 -0.442
O 30.578 -8.124 -10.899 0.252
O 30.852 -7.410 -8.824 0.111
O 19.018 -5.769 -9.599 -0.066
H 19.219 -4.947 -9.152 0.016
H 19.837 -6.265 -9.568 0.026
O 21.410 -8.339 -13.927 -0.049
H 22.094 -7.673 -13.996 0.010
H 21.730 -9.068 -14.459 0.017
O 29.930 -4.633 -13.936 -0.054
H 29.377 -5.399 -14.092 -0.017
H 30.635 -4.712 -14.579 0.022
O 18.340 -3.503 -12.698 -0.076
H 18.219 -4.075 -11.940 0.011
H 19.034 -2.899 -12.434 -0.013
O 27.428 -8.428 -18.292 -0.069
H 26.748 -8.196 -17.660 -0.023
H 27.065 -8.170 -19.140 0.008
O 21.567 -5.258 -16.688 -0.056
H 21.085 -4.477 -16.418 0.028
H 22.415 -5.180 -16.251 -0.001
O 20.244 -2.670 -10.830 -0.072
H 20.847 -2.630 -11.573 -0.018
H 20.645 -2.111 -10.165 0.030
O 25.937 -7.222 -11.182 -0.032
H 26.259 -6.559 -10.571 0.031
H 25.472 -6.724 -11.854 0.006
O 23.927 -0.314 -12.005 -0.066
H 23.187 -0.169 -12.596 0.018
H 24.584 -0.751 -12.545 0.030

=====

[2]
24
Properties=species:S:1:pos:R:3:lowdin_charge:R:1 method="wB97M-V/def2-TZVPD" e_lumo_ev=0.6 max_force_ev_per_a=2.1 de_lowest_kcal_mol=17.2 smiles="CNC(C)=O.CNC(C)=O" charge=0 orbital_gap_ev=10.026 total_energy_ha=-497.03013
C -1.233 1.675 1.224 -0.064
N -0.422 0.904 2.192 0.007
C -0.651 -0.448 2.243 -0.539
C -0.168 -1.087 3.530 0.007
O -1.070 -1.033 1.252 0.026
H -1.417 2.641 1.698 0.085
H -0.658 1.799 0.308 0.056
H -2.157 1.163 0.980 0.085
H 0.062 1.476 2.857 0.122
H 0.459 -0.380 4.054 0.071
H -1.086 -1.337 4.079 0.094
H 0.332 -2.016 3.320 0.078
C -0.855 1.127 -2.220 -0.102
N -0.137 -0.041 -1.813 0.017
C 1.146 -0.277 -2.202 -0.550
C 1.792 -1.487 -1.516 0.001
O 1.738 0.348 -3.061 0.042
H -1.622 1.468 -1.533 0.062
H -0.172 1.973 -2.384 0.093
H -1.387 1.047 -3.169 0.082
H -0.434 -0.556 -1.001 0.097
H 2.787 -1.191 -1.206 0.078
H 1.252 -1.920 -0.674 0.064
H 1.805 -2.277 -2.274 0.086

=====

[3]
24
Properties=species:S:1:pos:R:3:lowdin_charge:R:1 method="wB97M-V/def2-TZVPD" e_lumo_ev="3.1 / 3.1" spin_multiplicity=2 max_force_ev_per_a=3.6 de_lowest_kcal_mol=0.0 charge=-1 orbital_gap_ev="2.808 / 10.097" total_energy_ha=-500.03466
C -0.167 0.532 0.679 -0.241
O -1.578 0.967 0.618 -0.161
C -0.139 -1.007 0.612 -0.244
C -0.145 -1.591 2.043 -0.107
H 0.126 0.842 -0.317 0.064
H 0.315 0.950 1.551 0.099
H -1.867 1.432 1.405 0.073
H -0.871 -1.455 -0.045 0.098
H 0.807 -1.164 0.090 0.075
H -1.144 -2.019 2.176 0.051
H 0.492 -2.441 2.185 0.051
H -0.115 -0.831 2.815 0.062
H -3.068 -0.148 0.815 0.009
H -4.094 -1.324 0.569 0.023
O -3.435 -0.982 1.175 -0.083
H 1.581 3.388 -0.524 -0.055
H 0.818 3.451 -1.885 -0.047
O 0.722 3.227 -0.946 -0.282
H 0.455 -0.811 -2.715 0.001
H 1.685 -1.775 -2.246 0.003
O 0.818 -1.689 -2.636 -0.107
H 2.786 1.300 -1.204 -0.039
H 2.954 0.675 -2.579 -0.025
O 3.065 0.472 -1.638 -0.217

=====

[4]
16
Properties=species:S:1:pos:R:3:lowdin_charge:R:1 method="wB97M-V/def2-TZVPD" e_lumo_ev=0.7 max_force_ev_per_a=3.9 de_lowest_kcal_mol=33.0 smiles=CCN.CS charge=0 orbital_gap_ev=9.717 total_energy_ha=-573.77895
C -2.514 2.593 0.071 -0.114
C -1.794 1.179 -0.315 -0.376
N -1.632 0.372 0.845 -0.040
H -2.932 3.218 -0.914 0.116
H -1.732 3.276 0.482 0.051
H -3.296 2.303 0.742 0.032
H -0.817 1.533 -0.833 0.111
H -2.478 0.619 -0.956 0.091
H -1.286 -0.535 0.690 0.041
H -0.940 0.903 1.421 0.089
C 3.115 -2.142 -0.042 -0.579
S 2.775 -3.855 0.073 0.619
H 2.464 -1.440 0.435 0.018
H 3.182 -1.813 -1.103 0.035
H 4.153 -1.861 0.190 0.031
H 3.733 -4.349 -0.785 -0.125

=====

[5]
32
Properties=species:S:1:pos:R:3:lowdin_charge:R:1 method="wB97M-V/def2-TZVPD" e_lumo_ev=0.3 max_force_ev_per_a=2.4 de_lowest_kcal_mol=33.0 smiles="CCNC(N)=O.O.O.O.O.O.O" charge=0 orbital_gap_ev=10.587 total_energy_ha=-762.49702
C -2.446 0.721 -2.715 -0.105
C -0.991 0.645 -2.372 -0.266
N -0.713 1.158 -1.017 0.072
C -0.031 0.363 -0.135 -0.594
N 1.238 0.018 -0.536 0.182
O -0.356 0.152 1.045 -0.007
H -2.869 1.733 -2.947 0.089
H -3.191 0.231 -2.035 0.092
H -2.567 0.102 -3.635 0.086
H -0.617 -0.378 -2.450 0.083
H -0.384 1.011 -3.252 0.128
H -1.537 1.564 -0.572 0.141
H 1.876 -0.113 0.254 0.094
H 1.507 0.288 -1.480 0.124
O 4.050 0.476 1.983 -0.104
H 3.133 0.344 2.354 -0.017
H 3.911 1.295 1.494 0.016
O -0.114 3.256 1.076 -0.050
H -0.395 2.436 1.498 0.017
H 0.623 3.114 0.482 0.029
O -0.425 -2.584 -1.405 -0.071
H -1.103 -2.281 -0.793 0.041
H 0.389 -2.021 -1.298 0.026
O 1.945 -2.666 0.722 -0.060
H 2.275 -3.212 1.444 0.050
H 1.583 -3.360 0.147 0.039
O -3.211 -0.399 1.736 -0.089
H -2.241 -0.217 1.800 0.009
H -3.582 -0.294 2.621 0.031
O 1.715 -0.451 2.550 -0.061
H 0.973 -0.590 1.949 0.004
H 1.554 -0.340 3.486 0.072

=====

[6]
4
Properties=species:S:1:pos:R:3:lowdin_charge:R:1 method="wB97M-V/def2-TZVPD" e_lumo_ev=1.3 max_force_ev_per_a=1.5 de_lowest_kcal_mol=0.6 smiles=C#C charge=0 orbital_gap_ev=12.119 total_energy_ha=-77.32237
C 0.244 0.224 0.510 -0.004
C -0.309 -0.155 -0.481 -0.007
H 0.701 0.432 1.410 -0.006
H -0.637 -0.500 -1.438 0.017